Record 1
C40H45F32N4O9PS2 | the ωB97M-V functional and the def2-TZVPD basis

M, u: 1428.9
DFT total energy, Ha: -6780.60895

Atoms and positions in Å:
C 5.140 6.407 -2.132
C 4.556 6.393 -3.621
C 4.636 4.906 -4.122
O 5.651 4.526 -4.647
O 3.519 4.088 -3.883
C 3.240 3.285 -5.043
C 4.050 1.928 -5.005
C 3.619 0.985 -3.827
C 2.396 0.215 -4.050
C 1.911 -0.725 -2.993
C 0.582 -1.496 -3.249
C -0.587 -0.849 -2.391
C -1.993 -0.909 -3.094
S -2.223 0.325 -4.439
C -2.688 1.950 -3.667
S -1.559 3.146 -3.732
N -3.964 1.996 -3.062
C -4.165 3.145 -2.160
C -4.499 4.532 -2.843
C -5.091 1.763 -4.002
C -4.828 2.195 -5.500
C 2.709 -0.821 -1.782
O 2.308 -1.705 -0.741
C 1.819 -0.972 0.307
N 1.597 -0.492 1.319
C 3.931 -0.009 -1.633
C 4.805 -0.100 -0.311
O 4.473 0.702 0.567
O 5.761 -0.931 -0.186
N 4.346 0.878 -2.630
P 5.818 1.855 -2.317
N 5.373 3.155 -1.546
H 4.305 6.064 -1.466
H 5.517 7.413 -1.828
H 5.930 5.611 -2.091
H 5.162 7.045 -4.309
H 3.497 6.778 -3.641
H 2.155 3.014 -5.149
H 3.564 3.827 -5.972
H 5.160 2.065 -5.066
H 3.766 1.364 -5.945
H 1.817 0.342 -5.000
H 0.266 -1.438 -4.330
H 0.719 -2.592 -3.032
H -0.367 0.213 -2.112
H -0.648 -1.462 -1.442
H -2.066 -1.924 -3.589
H -2.832 -0.827 -2.358
H -3.256 3.311 -1.512
H -4.996 2.890 -1.437
H -3.543 5.123 -2.892
H -4.892 4.474 -3.887
H -5.205 5.128 -2.193
H -5.976 2.373 -3.653
H -5.449 0.678 -3.939
H -4.187 3.103 -5.616
H -5.807 2.387 -6.025
H -4.361 1.318 -6.036
H 6.783 1.083 -1.595
H 6.437 2.284 -3.530
H 4.364 3.161 -1.382
C -7.339 -3.420 0.748
C -6.201 -4.459 0.717
C -4.781 -3.916 0.895
F -4.437 -3.040 -0.070
F -3.885 -4.932 0.831
F -6.303 -5.188 -0.418
F -6.434 -5.327 1.743
O -7.830 -2.948 -0.509
C -7.135 -1.906 -1.129
C -6.484 -2.338 -2.447
F -5.644 -3.377 -2.277
F -5.751 -1.322 -2.968
F -6.257 -1.364 -0.265
F -8.049 -0.944 -1.388
H -8.198 -3.932 1.187
H -7.128 -2.597 1.433
H -4.667 -3.432 1.869
H -7.239 -2.631 -3.179
C 2.693 -2.440 4.094
C 2.696 -1.756 5.475
C 3.990 -1.866 6.284
F 4.321 -3.143 6.562
F 3.846 -1.237 7.479
F 1.637 -2.205 6.191
F 2.466 -0.431 5.258
O 2.119 -3.750 4.016
C 2.924 -4.840 4.358
C 2.428 -5.565 5.613
F 2.345 -4.735 6.676
F 3.282 -6.558 5.958
F 4.208 -4.446 4.453
F 2.870 -5.693 3.310
H 2.044 -1.833 3.460
H 3.670 -2.397 3.608
H 4.822 -1.393 5.756
H 1.443 -5.997 5.446
C 0.650 9.590 -4.267
C 0.958 8.482 -3.242
C 0.804 7.042 -3.734
F -0.452 6.766 -4.135
F 1.089 6.173 -2.733
F 0.221 8.695 -2.129
F 2.261 8.644 -2.866
O -0.653 10.176 -4.226
C -1.688 9.515 -4.898
C -2.766 8.988 -3.945
F -2.252 8.157 -3.016
F -3.699 8.284 -4.630
F -1.176 8.555 -5.692
F -2.243 10.428 -5.725
H 1.315 10.419 -4.019
H 0.931 9.303 -5.282
H 1.492 6.833 -4.560
H -3.262 9.812 -3.427
C 2.114 -9.217 9.548
C 1.581 -8.791 8.166
C 0.882 -7.430 8.100
F -0.204 -7.371 8.893
F 0.445 -7.185 6.832
F 0.782 -9.771 7.681
F 2.655 -8.739 7.332
O 1.292 -10.087 10.329
C 0.276 -9.512 11.099
C -1.123 -9.920 10.626
F -1.327 -9.604 9.331
F -2.072 -9.273 11.344
F 0.443 -8.177 11.150
F 0.459 -9.960 12.360
H 3.009 -9.810 9.352
H 2.469 -8.366 10.133
H 1.565 -6.622 8.377
H -1.272 -10.996 10.741

Forces on the atoms, in the same order (eV/Å):
-0.61 -0.64 -0.67
-0.49 -0.31 0.49
0.38 1.46 0.65
-0.85 -0.51 -0.10
0.29 0.98 -1.25
0.87 -1.30 -0.59
-0.26 -0.75 -0.13
-1.96 -0.76 -0.99
1.70 -0.11 2.69
1.19 1.02 -0.55
0.02 0.45 -0.07
-0.21 -0.50 0.61
0.20 -0.62 0.51
-0.21 0.19 0.03
-0.03 -0.70 0.77
-0.58 -0.58 0.19
1.63 0.89 -0.94
-0.59 1.04 0.95
0.65 0.55 0.45
-1.62 -0.49 -0.51
-0.31 -0.94 -0.26
0.66 1.88 -2.36
-0.68 2.41 0.74
1.73 -2.17 -1.92
-0.78 0.51 0.65
-0.86 -1.12 -0.08
2.21 -1.10 2.23
-1.13 0.39 -1.19
-2.05 0.91 -2.12
-1.30 -2.17 -0.96
-0.22 3.26 1.97
-0.04 -1.28 -0.93
0.91 0.46 -0.37
-0.37 -0.90 -0.30
-0.54 1.01 0.22
-0.42 -0.96 0.60
1.19 -0.55 0.13
0.89 0.67 0.64
-0.35 -0.46 0.81
-1.18 0.14 0.21
0.28 0.56 0.99
0.72 -0.16 1.11
0.74 0.19 0.96
-0.19 1.11 0.07
-0.03 -0.88 -0.25
-0.06 0.86 -0.84
-0.22 1.17 0.34
0.76 -0.04 -0.59
-0.83 -0.49 -0.86
0.75 -0.01 -0.95
-0.99 -0.51 -0.11
0.14 -0.11 0.97
0.60 -0.75 -0.78
1.12 -0.61 -0.01
0.73 1.53 -0.27
-0.49 -0.80 0.27
0.92 -0.15 0.67
-0.27 1.13 0.43
-0.68 -0.41 -0.72
-0.24 -1.12 0.02
0.43 0.22 0.33
-0.73 0.07 0.38
-0.59 -0.17 -0.64
0.73 -0.22 0.34
-0.07 -0.07 0.06
-0.28 -0.10 0.03
0.22 0.12 0.05
0.23 0.33 0.20
1.14 0.18 -0.38
-0.82 -0.19 1.39
0.20 -0.29 -0.68
-0.19 0.08 0.10
-0.16 0.13 0.26
0.14 0.23 -0.45
0.16 -0.09 -0.43
0.11 -0.14 -0.18
0.26 -0.04 -0.17
-0.15 0.01 0.00
-0.16 0.10 0.15
-0.21 0.23 -0.76
-0.73 -0.40 -0.26
0.43 0.42 0.46
-0.06 0.09 -0.02
-0.21 0.09 -0.14
0.20 -0.03 0.15
0.44 -0.05 0.01
0.61 -0.41 0.98
0.06 1.28 -1.06
-0.26 -0.28 0.17
-0.06 0.00 -0.12
0.15 0.14 -0.31
0.03 -0.49 0.17
-0.18 -0.28 0.34
-0.07 -0.01 0.22
0.05 -0.07 0.28
-0.10 -0.01 -0.13
0.08 0.13 -0.28
0.34 0.71 -0.27
-0.55 0.67 0.40
0.21 -0.80 0.14
0.12 0.06 0.02
0.13 0.29 0.07
0.01 -0.23 -0.13
0.03 -0.20 -0.34
-0.46 -1.11 0.05
1.34 0.69 -0.42
-0.57 -0.19 0.46
0.08 0.20 -0.10
0.18 0.18 -0.25
-0.48 -0.09 -0.02
-0.33 -0.11 0.27
-0.11 -0.09 0.21
-0.15 -0.25 0.12
-0.01 0.16 -0.04
0.11 0.13 -0.14
0.66 -0.29 0.35
-0.17 -0.83 0.10
-0.08 0.60 -0.27
0.10 -0.04 -0.12
0.06 -0.40 0.14
-0.12 0.23 0.02
-0.02 0.30 0.22
-0.95 0.70 -0.23
1.58 0.09 -0.03
-0.68 -0.26 -0.16
0.19 -0.08 0.12
0.30 0.03 0.19
-0.45 -0.07 0.20
-0.41 -0.16 -0.10
-0.19 -0.06 -0.16
-0.27 0.09 -0.12
0.10 -0.11 0.02
0.19 0.00 0.11

These are the Mulliken partial charges, in e, on atoms 1 to 6: -1.09, 0.35, 0.37, -0.55, -0.10, -0.40


Record 2
C40H45F3N7O4ScSi | the ωB97M-V functional and the def2-TZVPD basis

Net charge: -2
Relative energy (zero: lowest compared OMol25 entry of this formula, charge and spin), eV: 2.672
M, u: 817.9

Atoms and positions in Å:
Sc 0.870 -0.870 1.202
O 7.972 -1.425 -0.999
C 7.536 -1.774 0.106
O 8.139 -2.143 1.118
C 5.966 -1.727 0.224
C 5.201 -1.523 -0.920
C 3.827 -1.413 -0.819
N 3.176 -1.478 0.344
C 3.902 -1.751 1.439
C 5.283 -1.878 1.425
C 3.098 -2.023 2.701
O 3.669 -2.368 3.728
O 1.831 -1.917 2.558
H 5.712 -1.446 -1.869
H 3.210 -1.273 -1.701
H 5.815 -2.095 2.341
C 2.393 2.971 -4.132
C 2.677 1.631 -4.361
C 1.960 0.641 -3.724
C 0.919 0.975 -2.851
C 0.641 2.328 -2.614
C 1.380 3.309 -3.243
N 0.166 -0.031 -2.249
N 0.413 -1.324 -2.694
C 0.335 -2.373 -1.859
C 0.317 -3.606 -2.564
C 0.252 -4.812 -1.914
C 0.257 -4.824 -0.528
C 0.332 -3.621 0.167
C 0.346 -2.342 -0.416
H 2.951 3.745 -4.642
H 3.468 1.357 -5.047
H 2.156 -0.406 -3.903
H -0.146 2.594 -1.922
H 1.164 4.349 -3.041
H 0.348 -3.555 -3.645
H 0.201 -5.743 -2.472
H 0.234 -5.760 0.019
H 0.401 -3.709 1.254
F 2.379 6.017 -0.490
C 3.399 5.328 0.104
F 4.432 5.456 -0.747
F 3.719 6.065 1.189
C 3.025 3.926 0.414
C 3.157 2.919 -0.555
C 2.657 1.669 -0.283
N 2.044 1.328 0.869
C 1.977 2.294 1.814
C 2.425 3.580 1.637
H 3.613 3.130 -1.509
H 2.742 0.889 -1.023
H 1.501 2.006 2.741
H 2.307 4.313 2.422
C 0.851 -0.504 4.921
C -0.148 0.331 4.180
C -1.091 1.158 4.752
C -1.738 1.816 3.692
C -1.164 1.344 2.534
C -1.464 1.821 1.150
N -0.189 0.421 2.810
H 0.706 -0.377 5.997
H 1.874 -0.204 4.676
H 0.763 -1.562 4.669
H -1.271 1.291 5.807
H -2.524 2.548 3.755
H -1.800 2.858 1.195
H -2.250 1.241 0.661
H -0.575 1.768 0.518
C -3.221 3.130 -3.239
Si -3.782 1.592 -2.246
C -4.789 2.207 -0.735
C -4.957 0.535 -3.327
C -2.250 0.672 -1.855
C -1.085 0.323 -1.952
H -4.048 3.772 -3.532
H -2.693 2.830 -4.140
H -2.531 3.732 -2.653
H -5.671 2.762 -1.051
H -4.190 2.867 -0.114
H -5.128 1.387 -0.107
H -5.740 1.124 -3.797
H -5.439 -0.233 -2.731
H -4.401 0.036 -4.114
C -3.838 -4.000 1.192
C -3.912 -2.471 1.101
C -4.603 -1.910 2.358
C -4.702 -2.072 -0.146
N -2.557 -1.958 0.886
N -1.657 -1.997 1.983
H -4.838 -4.429 1.179
H -3.346 -4.315 2.110
H -3.270 -4.383 0.349
H -5.643 -2.227 2.380
H -4.569 -0.822 2.362
H -4.119 -2.276 3.261
H -5.687 -2.536 -0.151
H -4.152 -2.382 -1.030
H -4.823 -0.992 -0.183
H -2.588 -1.004 0.533
H -1.465 -2.975 2.190
H -2.036 -1.546 2.823

Forces on the atoms, in the same order (eV/Å):
-0.13 -0.56 -0.55
0.12 0.17 -0.59
-0.66 0.00 0.08
0.12 -0.18 0.62
0.32 0.06 -0.20
0.08 -0.03 0.19
-0.24 0.08 -0.20
-0.14 0.21 0.63
0.01 -0.09 -0.04
-0.01 -0.01 0.04
1.81 -0.48 0.57
-0.39 0.25 -0.45
-1.08 0.19 0.00
-0.02 0.03 -0.05
-0.09 0.02 0.00
0.00 -0.01 -0.05
0.10 0.15 -0.09
0.11 0.33 0.03
-0.15 -0.41 0.12
0.28 0.36 -0.18
-0.08 -0.13 -0.02
-0.02 -0.02 -0.19
0.18 0.33 1.31
0.01 -0.25 -1.77
0.11 0.51 0.94
-0.05 -0.17 -0.03
0.05 0.09 -0.01
0.00 -0.34 0.52
-0.10 0.32 0.09
-0.08 -0.18 -0.31
0.06 0.05 -0.01
0.03 -0.02 -0.02
-0.06 -0.01 0.04
-0.05 0.03 0.02
-0.03 0.10 0.03
-0.08 0.04 -0.04
0.05 0.05 -0.03
0.01 -0.03 0.02
-0.01 0.01 0.01
0.00 -0.53 0.20
0.08 1.62 -0.46
0.03 -0.49 0.09
-0.04 -0.41 0.18
-0.54 -1.51 0.08
0.16 1.32 0.66
-0.34 -0.92 0.53
0.29 0.84 -0.16
-0.34 -0.83 -0.02
0.61 0.72 -0.83
0.03 -0.08 -0.10
0.00 -0.02 -0.02
-0.08 -0.04 0.01
-0.01 -0.06 0.04
-0.11 -0.06 -0.11
0.26 -0.31 0.37
0.12 -0.11 0.19
-0.21 0.11 -0.20
-0.08 0.31 -0.23
-0.09 -0.31 0.20
0.14 0.10 -0.28
-0.01 0.01 -0.05
0.02 -0.13 0.07
0.12 0.07 0.12
0.06 -0.04 0.10
-0.12 0.16 -0.02
0.03 0.07 -0.14
0.08 0.04 -0.09
-0.04 0.07 -0.17
-0.22 -0.51 0.34
-0.21 0.19 -0.29
0.44 -0.26 -0.46
0.46 0.31 0.37
-0.35 0.24 0.16
-0.66 -0.19 -0.45
-0.24 0.05 0.00
0.10 -0.14 -0.13
0.14 0.07 0.17
-0.08 0.04 -0.16
0.14 0.09 0.10
-0.01 -0.16 0.07
-0.10 0.23 0.01
-0.06 -0.18 0.17
0.17 -0.08 -0.11
0.01 0.32 -0.10
-0.18 -0.11 0.18
0.20 -0.13 -0.29
0.25 -0.10 0.20
-0.15 0.21 0.03
0.13 0.01 0.04
-0.12 -0.07 0.06
0.07 -0.07 0.12
0.08 -0.07 -0.11
-0.14 -0.03 0.06
-0.01 0.15 0.02
0.01 0.02 0.12
-0.09 -0.02 0.02
0.05 -0.04 -0.18
-0.05 0.20 -0.04
0.15 -0.15 -0.02
0.09 0.22 -0.10
0.15 -0.08 -0.20

These are the Mulliken partial charges, in e, on atoms 1 to 6: -0.88, -0.74, 0.46, -0.72, 0.14, -1.17